Record 1
The following is a DFT calculation (wB97M-V/def2-TZVPD) of C20H25N5 as an isolated structure.

```
50
Properties=species:S:1:pos:R:3:forces:R:3
N -1.304 2.533 2.573 -1.802 2.326 9.202
C -0.050 2.879 2.330 6.130 6.276 9.412
C 0.888 1.902 2.810 -1.964 3.069 0.322
C 0.029 0.880 3.237 0.998 -0.064 2.186
C -1.250 1.269 3.016 -2.023 -0.686 3.045
H -2.054 3.189 2.406 -0.156 -0.826 0.004
H 0.133 3.789 1.778 0.414 0.077 0.728
H 1.964 1.947 2.742 -0.245 -0.098 -0.229
H 0.415 -0.102 3.470 -0.540 0.037 0.436
H -2.132 0.691 3.245 -0.030 0.192 -0.111
N -2.624 -2.629 -1.730 1.251 0.764 0.091
C -3.778 -1.958 -1.944 -0.530 -0.212 -0.729
C -3.464 -0.605 -2.004 -1.975 -0.797 -0.210
C -2.124 -0.439 -1.681 1.290 -2.178 -3.028
C -1.606 -1.707 -1.604 -2.696 -3.339 -1.042
H -2.445 -3.607 -1.554 -0.544 0.219 -0.200
H -4.636 -2.566 -2.193 -0.365 0.570 0.158
H -4.193 0.175 -2.167 -0.060 -0.213 -0.201
H -1.437 0.376 -1.512 -1.083 -0.196 -1.501
H -0.632 -2.119 -1.389 -2.864 -0.785 -0.088
N 1.778 -1.141 -0.532 -2.196 2.586 4.036
C 1.806 -0.502 0.641 0.319 0.649 1.507
C 0.543 -0.088 0.895 -0.406 0.209 1.137
C -0.256 -0.516 -0.119 -0.309 -0.338 0.879
C 0.543 -1.142 -1.018 3.140 -0.092 -1.203
H 2.636 -1.546 -0.877 -4.650 1.237 3.490
H 2.672 -0.459 1.284 0.030 -0.008 -0.247
H 0.105 0.390 1.759 1.047 -1.336 -2.259
H -1.331 -0.420 -0.084 2.328 -0.990 0.252
H 0.423 -1.586 -1.995 1.076 0.800 0.018
N 3.910 -0.903 -1.377 2.639 -0.155 -2.764
C 4.538 -1.315 -0.246 1.415 1.207 0.730
C 4.209 -2.621 0.064 0.572 1.426 -0.567
C 3.412 -2.941 -1.008 -0.732 -5.290 -2.683
C 3.155 -1.943 -1.879 6.374 -1.734 -5.280
H 3.862 -0.048 -1.912 0.616 0.318 0.966
H 5.274 -0.644 0.172 -0.297 0.001 0.428
H 4.452 -3.271 0.891 0.229 0.380 -0.114
H 3.003 -3.911 -1.246 -0.224 -0.164 0.519
H 2.625 -1.799 -2.809 -0.194 -0.423 0.395
N -0.966 2.184 0.795 -2.082 -0.607 -12.731
C -1.166 3.273 -0.069 2.335 -0.470 1.107
C -2.082 2.966 -1.013 -1.811 -1.510 0.201
C -2.545 1.673 -0.598 -1.936 0.188 0.659
C -1.838 1.233 0.479 -0.925 1.388 0.214
H -0.207 2.192 1.461 1.294 -4.249 -6.160
H -0.566 4.147 0.136 -0.030 0.123 -0.607
H -2.530 3.504 -1.835 0.286 0.337 0.265
H -3.308 0.975 -0.908 -0.207 1.835 -0.103
H -1.849 0.362 1.116 -0.905 0.547 -0.326
```
Forces are in eV/Å.

Calculated values
* energy relative to the best compared isomer or geometry (same formula, charge and spin): 515.9 kcal/mol
* gap between HOMO and LUMO: 0.2664 Ha
* E: -28574.2244 eV
* lowest unoccupied orbital energy: 0.64 eV
* HOMO level: -6.6 eV


Record 2
The following is a DFT calculation (wB97M-V/def2-TZVPD) of a 5-piece molecular cluster, C20H25N5 overall.

```
50
Properties=species:S:1:pos:R:3:forces:R:3
C -2.455 -4.127 -3.161 0.316 -1.200 0.662
C -1.763 -3.634 -4.277 -0.448 0.720 -0.397
C -0.484 -3.326 -3.893 0.094 -0.100 0.526
N -0.374 -3.708 -2.580 -0.216 -0.145 0.211
C -1.555 -4.231 -2.113 -0.018 0.704 -0.612
H -3.448 -4.540 -3.243 -0.083 0.178 0.407
H -2.313 -3.451 -5.187 0.596 0.102 -0.285
H 0.360 -2.825 -4.336 -0.128 -0.116 -0.384
H 0.448 -3.610 -2.014 0.084 0.061 -0.010
H -1.623 -4.515 -1.077 -0.208 -0.155 -0.028
C -0.171 4.028 -1.757 1.159 -0.273 -0.647
C 1.057 3.638 -2.378 0.442 0.441 -0.690
C 2.106 4.121 -1.638 -0.543 -0.749 0.775
N 1.554 4.678 -0.515 -0.090 0.771 0.281
C 0.194 4.691 -0.611 -0.841 -0.369 -0.475
H -1.111 3.811 -2.233 -0.335 0.269 0.485
H 1.234 3.204 -3.353 -0.411 -0.138 0.071
H 3.166 4.014 -1.783 0.056 0.088 0.106
H 2.011 4.958 0.337 0.354 0.066 -0.210
H -0.456 5.203 0.079 0.252 -0.111 0.320
C 2.746 3.036 2.770 0.022 -0.465 0.621
C 3.819 3.808 3.291 0.328 0.643 -0.507
C 4.797 3.853 2.322 -0.269 -0.238 -0.056
N 4.383 3.063 1.279 -0.077 0.262 0.685
C 3.146 2.528 1.571 0.620 0.257 -1.153
H 1.827 2.817 3.288 -0.056 -0.062 -0.103
H 3.856 4.333 4.231 -0.095 0.009 -0.009
H 5.710 4.414 2.209 0.086 -0.085 0.361
H 4.986 2.832 0.514 -0.194 -0.136 -0.228
H 2.702 1.923 0.799 -0.357 -0.174 0.359
C -1.786 -3.598 2.463 0.061 -0.592 -0.600
C -3.085 -3.036 2.342 0.544 0.076 -0.037
C -3.938 -4.047 1.974 -0.088 0.873 0.179
N -3.200 -5.181 1.849 -1.056 -0.155 -0.079
C -1.902 -4.934 2.139 0.534 -0.151 0.126
H -0.853 -3.081 2.608 -0.058 0.067 0.253
H -3.252 -1.977 2.443 -0.477 -0.101 0.127
H -5.004 -4.021 1.820 0.041 -0.137 -0.112
H -3.619 -6.052 1.582 0.282 -0.193 0.070
H -1.211 -5.762 2.092 0.210 0.285 0.055
C -1.181 0.748 1.252 -0.047 0.199 0.151
C -1.487 -0.353 0.423 0.145 -0.528 -0.260
C -0.601 -0.343 -0.613 0.570 0.655 -0.944
N 0.211 0.762 -0.475 -0.556 -0.121 0.697
C -0.147 1.444 0.662 -0.202 -0.242 -0.218
H -1.706 0.940 2.174 0.149 0.392 -0.020
H -2.265 -1.087 0.536 -0.011 -0.001 0.157
H -0.525 -0.892 -1.539 -0.139 -0.363 0.225
H 0.918 1.070 -1.114 -0.052 0.076 -0.186
H 0.279 2.415 0.842 0.112 -0.097 0.340
```
Forces are in eV/Å.

Calculated values
* energy relative to the best compared isomer or geometry (same formula, charge and spin): 55.9 kcal/mol
* gap between HOMO and LUMO: 0.3144 Ha
* E: -28594.1718 eV
* lowest unoccupied orbital energy: 0.64 eV
* HOMO level: -7.9 eV